Entry from the OMol25 dataset: a 6-piece molecular cluster, C19H21F5O18 overall in a non-equilibrium geometry (ωB97M-V/def2-TZVPD).

Last column: Löwdin charge in e.
CARTESIAN COORDINATES (ANGSTROEM)
O: -2.819 -0.396 -1.675  0.172
C: -2.918 -0.097 -2.817  -0.625
O: -2.924 1.101 -3.322  0.130
C: -2.911 0.906 -4.781  -0.004
C: -2.436 -0.510 -4.926  -0.307
F: -1.075 -0.432 -4.905  0.077
O: -2.857 -1.067 -3.733  0.150
H: -3.914 1.113 -5.119  0.141
H: -2.215 1.522 -5.299  0.135
H: -2.796 -1.128 -5.737  0.176
O: 2.545 3.227 -0.820  0.146
C: 2.858 3.221 0.355  -0.561
O: 1.999 3.514 1.323  0.087
C: 2.720 3.504 2.546  -0.053
C: 3.933 2.672 2.213  -0.267
F: 3.743 1.296 2.304  0.047
O: 4.090 2.944 0.833  0.119
H: 3.040 4.562 2.814  0.168
H: 2.058 3.137 3.304  0.119
H: 4.870 2.992 2.735  0.182
O: -2.888 -7.100 -0.310  0.185
C: -2.420 -6.096 0.099  -0.551
O: -1.967 -5.772 1.304  0.104
C: -1.518 -4.440 1.347  -0.062
C: -1.633 -3.976 -0.097  -0.352
F: -0.416 -4.060 -0.664  0.085
O: -2.443 -4.939 -0.623  0.131
H: -2.194 -3.893 1.986  0.114
H: -0.574 -4.263 1.767  0.127
H: -2.160 -3.027 -0.248  0.161
O: 3.908 0.899 -4.175  0.183
C: 4.304 0.575 -3.099  -0.568
O: 3.523 -0.175 -2.276  0.061
C: 4.279 -0.476 -1.130  -0.053
C: 5.672 0.013 -1.536  -0.279
F: 6.504 -1.037 -1.977  0.035
O: 5.479 0.837 -2.596  0.192
H: 3.899 0.096 -0.285  0.127
H: 4.334 -1.503 -0.931  0.127
H: 6.180 0.453 -0.707  0.160
O: -0.208 2.271 4.173  0.140
C: -1.341 1.917 3.957  -0.548
O: -1.968 0.780 4.425  0.072
C: -3.331 0.877 4.016  -0.064
C: -3.470 2.245 3.349  -0.243
F: -4.055 3.188 4.197  0.043
O: -2.128 2.641 3.188  0.125
H: -3.499 0.004 3.319  0.132
H: -3.913 0.651 4.894  0.136
H: -3.938 2.240 2.368  0.167
C: 0.407 -0.305 -1.389  0.023
C: -0.018 -0.002 0.074  -0.164
C: -1.077 0.989 0.465  -0.075
O: -2.002 0.333 1.378  0.041
C: -1.650 -0.989 1.463  -0.563
O: -2.252 -1.720 2.227  0.114
O: -0.654 -1.298 0.671  0.069
H: -0.464 -0.460 -2.013  0.061
H: 1.038 -1.229 -1.355  0.104
H: 1.126 0.447 -1.724  0.080
H: 0.857 -0.040 0.709  0.143
H: -1.700 1.348 -0.340  0.119
H: -0.622 1.913 0.805  0.130

Forces on atoms 1 to 6 (eV/Å):
O -0.7 0.5 1.5
C 1.0 -1.5 1.6
O 0.1 1.0 -2.0
C -0.8 0.4 0.2
C -0.4 0.3 0.5
F 0.5 -0.5 -0.3

Values from the calculation:
- SMILES = O=C1OC[C@@H](F)O1.O=C1OC[C@@H](F)O1.O=C1OC[C@@H](F)O1.O=C1OC[C@@H](F)O1.O=C1OC[C@@H](F)O1.C[C@H]1COC(=O)O1
- energy relative to the best compared isomer or geometry (same formula, charge and spin) (kcal/mol) = 0.0
- LUMO energy (eV) = 0.273
- highest occupied orbital energy (eV) = -10.83



Entry from the OMol25 dataset: one molecule with the formula C19H21FN2O4S (ωB97M-V/def2-TZVPD).

Last column: Löwdin charge in e.
CARTESIAN COORDINATES (ANGSTROEM)
C: -3.712 -1.251 2.660  -0.081
O: -2.833 -1.453 1.580  -0.092
C: -2.958 -0.664 0.474  -0.236
C: -3.895 0.355 0.340  -0.037
C: -3.940 1.112 -0.819  -0.099
C: -3.052 0.872 -1.850  -0.098
C: -2.126 -0.149 -1.725  -0.020
C: -2.074 -0.928 -0.582  -0.127
C: -1.073 -2.051 -0.485  -0.097
N: 0.279 -1.572 -0.278  0.105
C: 1.153 -1.426 -1.288  -0.464
O: 0.908 -1.709 -2.444  0.067
C: 2.538 -0.940 -0.860  -0.233
C: 3.531 -2.122 -0.805  -0.102
C: 4.401 -1.795 0.408  -0.145
C: 3.392 -1.139 1.347  -0.175
N: 2.542 -0.342 0.470  -0.208
S: 2.871 1.304 0.450  0.702
O: 3.236 1.707 1.773  -0.263
O: 3.742 1.666 -0.632  -0.280
C: 1.246 1.966 0.072  -0.190
C: 1.071 2.800 -1.015  -0.039
C: -0.168 3.371 -1.259  -0.061
C: -1.226 3.119 -0.401  -0.068
C: -1.063 2.279 0.688  0.002
C: 0.175 1.702 0.905  -0.257
F: 0.332 0.859 1.941  0.077
H: -4.755 -1.407 2.365  0.098
H: -3.600 -0.250 3.090  0.095
H: -3.435 -1.993 3.406  0.095
H: -4.598 0.565 1.131  0.103
H: -4.681 1.892 -0.908  0.106
H: -3.088 1.465 -2.751  0.106
H: -1.434 -0.362 -2.525  0.117
H: -1.339 -2.718 0.336  0.124
H: -1.059 -2.605 -1.429  0.132
H: 0.537 -1.222 0.632  0.125
H: 2.874 -0.193 -1.586  0.144
H: 2.985 -3.052 -0.639  0.124
H: 4.096 -2.211 -1.729  0.122
H: 5.172 -1.073 0.136  0.119
H: 4.868 -2.676 0.842  0.114
H: 2.772 -1.893 1.844  0.128
H: 3.833 -0.485 2.096  0.112
H: 1.922 2.989 -1.649  0.116
H: -0.303 4.019 -2.110  0.108
H: -2.187 3.576 -0.577  0.110
H: -1.878 2.065 1.360  0.120

Forces on atoms 1 to 6 (eV/Å):
C -0.1 0.0 0.2
O 0.2 0.0 -0.3
C 0.1 0.1 -0.3
C -0.1 -0.1 0.3
C 0.0 0.0 -0.1
C -0.1 0.0 -0.1

Values from the calculation:
- SMILES = COc1ccccc1CNC(=O)[C@@H]1CCCN1S(=O)(=O)c1ccccc1F
- energy relative to the best compared isomer or geometry (same formula, charge and spin) (kcal/mol) = 3.8
- LUMO energy (eV) = 0.616
- highest occupied orbital energy (eV) = -8.71



Entry from the OMol25 dataset: one molecule with the formula C19H21FN6O in a non-equilibrium geometry (ωB97M-V/def2-TZVPD).

Last column: Löwdin charge in e.
CARTESIAN COORDINATES (ANGSTROEM)
C: 0.763 -4.119 5.344  0.067
C: 1.710 -3.423 4.704  -0.065
C: 1.538 -2.044 4.187  -0.484
O: 0.679 -1.401 4.705  0.070
N: 2.371 -1.361 3.306  -0.001
C: 3.807 -1.825 3.019  -0.106
C: 4.228 -1.437 1.554  -0.164
C: 3.781 0.040 1.276  -0.138
C: 2.179 0.198 1.397  -0.293
N: 2.045 1.616 0.959  0.079
C: 1.380 2.035 -0.175  -0.255
N: 0.408 1.214 -0.627  0.181
C: -0.236 1.619 -1.707  -0.393
N: -1.190 0.681 -2.039  0.095
C: -2.487 0.654 -2.600  -0.214
C: -2.792 1.676 -3.519  -0.034
C: -4.049 1.687 -4.131  -0.020
C: -5.024 0.597 -3.940  -0.262
C: -6.392 0.719 -4.525  -0.134
C: -7.342 -0.280 -4.577  0.001
N: -4.640 -0.443 -3.123  0.084
C: -3.462 -0.375 -2.433  -0.080
N: 0.068 2.673 -2.476  0.118
C: 1.137 3.408 -2.097  -0.026
C: 1.855 3.068 -0.940  -0.236
F: 2.775 3.896 -0.456  0.078
C: 1.782 -0.066 2.773  -0.120
H: 0.839 -5.095 5.721  0.042
H: -0.228 -3.728 5.587  0.078
H: 2.639 -3.793 4.423  0.058
H: 4.560 -1.459 3.720  0.118
H: 3.766 -2.911 3.012  0.095
H: 5.267 -1.404 1.470  0.074
H: 3.760 -2.163 0.794  0.139
H: 4.187 0.353 0.296  0.113
H: 4.262 0.724 2.036  0.130
H: 1.661 -0.491 0.669  0.157
H: 2.944 2.162 0.966  0.138
H: -1.058 -0.148 -1.390  0.161
H: -2.125 2.541 -3.676  0.101
H: -4.340 2.680 -4.576  0.117
H: -6.652 1.557 -5.108  0.069
H: -7.106 -1.367 -4.238  0.083
H: -8.206 -0.262 -5.279  0.051
H: -3.313 -1.306 -1.821  0.117
H: 1.460 4.315 -2.655  0.135
H: 2.097 0.778 3.434  0.144
H: 0.694 0.013 2.760  0.131

Forces on atoms 1 to 6 (eV/Å):
C -0.4 1.7 -0.3
C -0.7 -0.3 -0.6
C 0.8 0.8 0.7
O -2.8 1.4 0.8
N 0.7 -0.8 -1.1
C -1.6 0.3 -1.9

Values from the calculation:
- SMILES = C=CC(=O)N1CCC[C@H](Nc2nc(Nc3ccc(C=C)nc3)ncc2F)C1
- LUMO energy (eV) = 0.385
- highest occupied orbital energy (eV) = -7.79



Entry from the OMol25 dataset: C19H21FNNiO5Se2 as an isolated structure (ωB97M-V/def2-TZVPD).

Last column: Löwdin charge in e.
CARTESIAN COORDINATES (ANGSTROEM)
Ni: -0.304 0.174 -0.190  0.118
O: -0.585 1.917 -1.582  -0.161
C: -1.316 1.815 -2.800  -0.238
C: -2.535 0.899 -2.666  -0.577
C: -3.456 1.299 -3.836  -0.246
O: -4.624 0.504 -3.947  -0.067
C: -2.156 -0.584 -2.854  -0.575
Se: -0.376 -1.173 -2.207  0.535
C: -3.300 1.146 -1.358  -0.533
Se: -2.596 0.262 0.271  0.582
H: 0.355 1.974 -1.785  0.078
H: -0.680 1.412 -3.593  0.109
H: -1.643 2.823 -3.087  0.124
H: -2.879 1.248 -4.772  0.123
H: -3.800 2.328 -3.704  0.123
H: -4.361 -0.421 -3.893  0.074
H: -2.137 -0.830 -3.921  0.046
H: -2.887 -1.219 -2.351  0.042
H: -4.313 0.767 -1.476  0.046
H: -3.359 2.220 -1.162  0.056
C: 6.314 -1.276 3.365  -0.026
C: 5.472 -0.107 3.876  -0.316
C: 6.297 1.122 4.235  -0.138
C: 6.940 1.719 2.989  -0.137
C: 5.895 1.962 1.930  -0.136
C: 6.101 2.918 0.956  0.041
C: 5.131 3.138 -0.010  -0.264
F: 5.365 4.077 -0.952  0.054
C: 3.954 2.443 -0.027  0.073
C: 3.718 1.472 0.950  -0.034
C: 2.445 0.732 0.931  -0.266
O: 1.608 1.003 0.056  -0.025
C: 2.297 -0.260 1.955  -0.005
C: 3.298 -0.441 2.851  0.029
N: 4.459 0.257 2.883  0.004
C: 4.697 1.225 1.929  -0.081
C: 1.074 -1.180 2.149  -0.602
O: 1.180 -2.004 3.064  -0.007
O: 0.086 -1.012 1.388  -0.105
H: 7.094 -1.535 4.083  0.084
H: 6.781 -1.033 2.409  0.083
H: 5.676 -2.146 3.213  0.085
H: 4.933 -0.435 4.766  0.147
H: 7.055 0.846 4.969  0.117
H: 5.636 1.866 4.688  0.128
H: 7.710 1.043 2.606  0.117
H: 7.436 2.660 3.232  0.117
H: 7.015 3.499 0.947  0.127
H: 3.197 2.629 -0.776  0.132
H: 3.166 -1.207 3.605  0.142

Forces on atoms 1 to 6 (eV/Å):
Ni -0.2 -0.2 0.0
O 0.3 0.3 0.2
C -0.2 -0.2 -0.3
C 0.0 0.0 0.0
C 0.1 0.0 0.0
O -0.1 0.0 -0.1

Values from the calculation:
- 2S+1 = 3
- ⟨S²⟩ = 2.01
- net charge = -1
- LUMO energy (spin up / spin down) (eV) = 1.973 / 1.967
- highest occupied orbital energy (spin up / spin down) (eV) = -3.31 / -3.60



Entry from the OMol25 dataset: C19H21GeN3Zn as an isolated structure (ωB97M-V/def2-TZVPD).

Last column: Löwdin charge in e.
CARTESIAN COORDINATES (ANGSTROEM)
Zn: -0.023 0.335 -0.271  0.705
C: -2.136 4.409 0.098  -0.056
C: -2.663 4.226 1.370  -0.054
C: -2.180 3.198 2.157  -0.004
C: -1.175 2.371 1.660  -0.206
N: -0.705 2.522 0.409  0.060
C: -1.174 3.517 -0.339  -0.125
C: -0.570 1.272 2.439  -0.236
C: -0.804 1.036 3.774  -0.030
C: -0.168 -0.063 4.389  -0.069
C: 0.700 -0.847 3.662  -0.020
C: 0.944 -0.529 2.318  -0.241
N: 0.275 0.502 1.732  0.024
C: 1.844 -1.222 1.436  -0.240
C: 2.724 -2.239 1.852  -0.028
C: 3.576 -2.817 0.946  -0.081
C: 3.546 -2.395 -0.394  -0.089
C: 2.646 -1.415 -0.744  -0.155
N: 1.818 -0.825 0.126  0.015
H: -2.472 5.211 -0.542  0.105
H: -3.450 4.872 1.736  0.110
H: -2.591 3.032 3.142  0.107
H: -0.766 3.592 -1.340  0.113
H: -1.448 1.687 4.347  0.096
H: -0.359 -0.288 5.430  0.101
H: 1.174 -1.702 4.122  0.104
H: 2.735 -2.557 2.885  0.101
H: 4.267 -3.588 1.262  0.103
H: 4.204 -2.824 -1.135  0.094
H: 2.575 -1.075 -1.771  0.105
C: -1.709 -2.968 1.088  -0.217
Ge: -2.361 -2.083 -0.571  0.682
C: -4.345 -2.080 -0.529  -0.240
C: -1.750 -3.245 -2.052  -0.236
C: -1.770 -0.273 -0.891  -0.312
H: -2.075 -3.995 1.112  0.015
H: -2.052 -2.453 1.987  0.011
H: -0.617 -2.991 1.099  0.001
H: -4.763 -3.086 -0.595  0.009
H: -4.725 -1.497 -1.369  0.010
H: -4.711 -1.623 0.392  0.010
H: -2.162 -4.250 -1.953  0.012
H: -0.661 -3.319 -2.056  0.007
H: -2.067 -2.832 -3.010  0.010
H: -2.522 0.437 -0.525  -0.070

Forces on atoms 1 to 6 (eV/Å):
Zn 0.6 -0.2 0.6
C 0.0 0.0 0.1
C 0.1 0.0 -0.1
C 0.0 0.0 0.0
C -0.1 0.3 -0.3
N -0.1 0.0 0.1

Values from the calculation:
- energy relative to the best compared isomer or geometry (same formula, charge and spin) (kcal/mol) = 11.4
- LUMO energy (spin up / spin down) (eV) = -0.115 / 0.007
- highest occupied orbital energy (spin up / spin down) (eV) = -4.97 / -7.83



Number 1: energy -70486.2041 eV. Number 2: energy -44766.7910 eV. Number 3: energy -33746.0214 eV. Number 4: energy -206228.6209 eV. Number 5: energy -129446.0367 eV.